{"formula": "C14H12CoIN5O3S3", "method": "the ωB97M-V functional and the def2-TZVPD basis", "symbols": ["Co", "N", "C", "N", "C", "C", "S", "C", "C", "S", "C", "N", "N", "H", "H", "H", "H", "H", "H", "I", "C", "H", "H", "O", "S", "O", "N", "C", "O", "C", "C", "C", "C", "C", "C", "H", "H", "H", "H"], "xyz": [[0.051029, -0.631954, -0.330537], [-0.853381, 2.238989, -1.849835], [0.435928, 1.882419, -1.845482], [0.899446, 0.803334, -1.246999], [2.283692, 0.691729, -1.357614], [2.871312, 1.676514, -2.056418], [1.683119, 2.820521, -2.585256], [2.817814, -0.480104, -0.670361], [4.064153, -0.963320, -0.550102], [4.062482, -2.366117, 0.463367], [2.347296, -2.240496, 0.652983], [1.836382, -1.222294, -0.012935], [1.656102, -3.061754, 1.448116], [-1.545366, 1.563060, -1.555735], [-1.154844, 3.032389, -2.387083], [3.914232, 1.816845, -2.282557], [4.979172, -0.588840, -0.975614], [2.078777, -3.905641, 1.795232], [0.650992, -2.998456, 1.529185], [-1.866257, 0.415769, 2.197051], [0.059679, 0.325544, 1.332152], [0.700197, -0.208273, 2.027075], [0.413177, 1.339205, 1.176526], [-1.299219, -4.084126, 1.477794], [-1.383823, -3.852657, 0.065411], [-0.636920, -4.686666, -0.819725], [-1.018044, -2.258062, -0.208831], [-2.026520, -1.595810, -0.767423], [-1.789504, -0.376008, -1.020272], [-3.253069, -2.374485, -0.964661], [-4.470731, -1.987143, -1.491802], [-5.482141, -2.938411, -1.547248], [-5.270460, -4.234628, -1.088533], [-4.042730, -4.625727, -0.559363], [-3.054037, -3.670640, -0.505036], [-4.626519, -0.976372, -1.843110], [-6.448134, -2.669373, -1.951462], [-6.074619, -4.955810, -1.142656], [-3.877170, -5.633718, -0.204918]], "forces_ev_per_a": [[0.46, 0.17, -0.21], [0.02, -0.02, -0.02], [-0.01, 0.08, 0.03], [0.07, -0.04, 0.07], [0.03, -0.10, -0.03], [0.00, 0.06, 0.06], [0.00, -0.05, -0.05], [-0.06, 0.03, -0.08], [0.03, 0.01, 0.07], [-0.04, -0.02, -0.05], [0.06, -0.01, 0.08], [-0.02, 0.05, -0.04], [0.00, 0.01, -0.05], [0.00, 0.01, 0.02], [-0.01, 0.00, 0.01], [0.00, 0.01, 0.01], [0.00, 0.01, 0.01], [0.00, 0.01, 0.01], [0.00, 0.00, 0.03], [0.06, 0.04, 0.00], [-0.32, -0.18, 0.01], [0.01, -0.02, -0.01], [-0.01, 0.00, -0.01], [0.02, -0.01, 0.03], [-0.04, 0.04, 0.01], [0.00, -0.01, 0.00], [-0.12, -0.07, 0.04], [0.03, 0.08, 0.08], [-0.13, -0.06, 0.00], [-0.02, -0.02, 0.01], [-0.02, 0.01, 0.00], [0.01, 0.00, 0.00], [0.01, -0.01, 0.01], [0.00, -0.02, 0.01], [0.00, 0.02, -0.01], [0.00, 0.00, 0.00], [0.00, 0.00, 0.00], [0.00, 0.00, 0.00], [-0.01, 0.00, 0.00]], "homo_ev": [-11.453, -11.453], "relative_energy_ev": 0.000, "charge": 1, "orbital_gap_ev": [7.64, 7.64]}